DFT (wB97M-V/def2-TZVPD) results for C21H42ClF6GaNO6P2 as an isolated structure.

Each line ends with the Löwdin charge.
CARTESIAN COORDINATES (ANGSTROEM)
C -0.45 -3.56 6.06  -0.107
C 0.68 -3.09 5.13  -0.262
C 1.34 -4.24 4.36  -0.211
C 1.95 -3.80 3.01  -0.218
C 1.47 -4.62 1.80  -0.217
C 1.95 -3.95 0.51  -0.218
C 1.32 -4.40 -0.82  -0.294
C -0.17 -4.78 -0.83  -0.299
Ga -1.49 -3.25 -0.63  0.142
C -1.24 -1.84 -2.07  -0.269
C -0.96 -0.41 -1.57  -0.288
C 0.47 0.05 -1.88  -0.204
C 1.38 -0.29 -0.68  -0.271
N 1.58 0.88 0.22  0.000
P -3.64 -4.23 -1.03  0.686
C -3.79 -5.72 0.08  -0.388
O -4.81 -3.14 -0.46  -0.473
P -1.55 -2.34 1.57  0.366
O -2.18 -3.61 2.47  -0.490
Cl -3.18 -0.98 1.61  0.063
H -1.43 -3.32 5.68  0.062
H -0.35 -3.14 7.06  0.056
H -0.39 -4.64 6.16  0.060
H 0.28 -2.35 4.44  0.077
H 1.44 -2.60 5.74  0.096
H 2.12 -4.65 4.99  0.101
H 0.56 -4.96 4.16  0.097
H 1.61 -2.79 2.82  0.080
H 3.03 -3.75 3.04  0.105
H 0.40 -4.70 1.87  0.075
H 1.95 -5.60 1.88  0.113
H 3.01 -4.20 0.43  0.102
H 1.92 -2.87 0.65  0.078
H 1.48 -3.60 -1.54  0.085
H 1.89 -5.24 -1.20  0.089
H -0.31 -5.61 -0.14  0.031
H -0.37 -5.19 -1.82  0.043
H -2.14 -1.82 -2.67  0.032
H -0.46 -2.19 -2.74  0.033
H -1.11 -0.35 -0.50  0.040
H -1.63 0.31 -2.04  0.081
H 0.86 -0.52 -2.71  0.090
H 0.52 1.11 -2.10  0.082
H 0.84 -1.03 -0.11  0.063
H 2.33 -0.69 -1.02  0.100
H 1.42 0.55 1.17  0.051
H 2.57 1.10 0.23  0.044
H -4.57 -6.39 -0.25  0.004
H -2.84 -6.23 0.04  0.006
H -4.02 -5.46 1.12  0.013
H -4.87 -3.27 0.50  -0.002
H -2.20 -4.39 1.90  -0.018
C -1.40 6.48 -3.50  -0.067
C -2.34 5.37 -3.07  -0.191
O -2.33 4.27 -4.00  0.031
C -1.29 3.44 -3.88  -0.392
O -0.39 3.56 -3.11  0.166
C -1.46 2.28 -4.87  -0.530
F -1.83 2.73 -6.09  0.149
F -2.41 1.44 -4.44  0.169
F -0.32 1.59 -5.02  0.171
H -1.64 6.81 -4.51  0.084
H -1.48 7.32 -2.83  0.064
H -0.37 6.13 -3.50  0.076
H -3.37 5.72 -3.04  0.125
H -2.09 5.01 -2.07  0.129
C 2.88 4.85 0.94  -0.055
C 3.51 5.92 0.07  -0.193
O 2.50 6.75 -0.55  0.034
C 2.00 7.72 0.19  -0.403
O 2.30 8.01 1.32  0.169
C 0.96 8.49 -0.63  -0.523
F 0.16 7.63 -1.29  0.149
F 1.56 9.28 -1.54  0.160
F 0.20 9.27 0.15  0.168
H 2.17 4.26 0.37  0.083
H 3.65 4.19 1.34  0.082
H 2.34 5.29 1.78  0.079
H 4.06 5.46 -0.75  0.125
H 4.21 6.54 0.64  0.122

Its total charge is -1. The HOMO energy comes out at -3.406 eV. Its total energy is -136017.6900 eV. The HOMO-LUMO gap comes out at 5.51 eV. The max |F| comes out at 1.2 eV/A.

DFT (wB97M-V/def2-TZVPD) results for a 8-piece molecular cluster, C21H42NO24 overall.

Each line ends with the Löwdin charge.
CARTESIAN COORDINATES (ANGSTROEM)
N -19.68 -1.15 -12.13  -0.609
O -20.23 -1.00 -11.03  -0.047
O -19.99 -2.19 -12.69  -0.025
O -18.93 -0.30 -12.68  -0.090
C -19.49 3.14 -19.42  -0.054
O -19.73 2.40 -18.21  0.010
C -18.81 2.54 -17.25  -0.612
O -18.02 3.45 -17.20  0.109
O -18.90 1.51 -16.44  0.021
C -17.95 1.24 -15.46  -0.058
H -19.33 2.42 -20.23  0.088
H -18.75 3.94 -19.44  0.090
H -20.38 3.65 -19.79  0.082
H -17.91 1.95 -14.63  0.096
H -16.97 1.09 -15.92  0.104
H -18.13 0.32 -14.91  0.056
C -22.91 1.25 -12.46  -0.045
O -24.12 1.18 -11.72  -0.018
C -24.38 0.00 -11.03  -0.571
O -23.61 -0.98 -10.99  0.106
O -25.49 0.14 -10.38  0.001
C -25.84 -0.77 -9.36  -0.032
H -22.73 2.30 -12.70  0.086
H -22.75 0.69 -13.38  0.090
H -22.11 0.85 -11.85  0.083
H -26.86 -0.83 -8.98  0.088
H -25.26 -0.57 -8.46  0.094
H -25.61 -1.73 -9.82  0.099
C -17.66 -4.38 -14.49  -0.076
O -16.97 -3.57 -13.65  0.013
C -16.58 -2.37 -13.93  -0.542
O -16.82 -1.78 -14.97  0.098
O -15.84 -1.87 -12.85  -0.023
C -15.51 -0.50 -12.91  -0.065
H -17.79 -5.31 -13.93  0.098
H -17.22 -4.70 -15.43  0.097
H -18.62 -3.87 -14.58  0.095
H -16.40 0.09 -13.09  0.080
H -14.71 -0.41 -13.65  0.093
H -15.06 -0.22 -11.96  0.079
C -20.06 5.57 -7.58  -0.054
O -19.44 5.03 -8.68  0.016
C -20.05 4.29 -9.55  -0.577
O -21.21 3.87 -9.52  0.090
O -19.24 4.26 -10.63  -0.015
C -19.58 3.45 -11.77  -0.013
H -19.63 6.56 -7.43  0.094
H -19.77 5.00 -6.70  0.100
H -21.13 5.67 -7.74  0.102
H -19.23 2.42 -11.66  0.087
H -19.15 4.04 -12.57  0.098
H -20.66 3.32 -11.83  0.072
C -17.48 -0.07 -9.26  -0.039
O -16.12 -0.31 -9.54  0.000
C -15.44 -1.14 -8.77  -0.554
O -15.83 -1.48 -7.64  0.080
O -14.39 -1.61 -9.45  0.005
C -13.45 -2.42 -8.82  -0.080
H -18.14 0.31 -10.03  0.075
H -17.54 0.67 -8.46  0.091
H -17.89 -0.99 -8.86  0.104
H -13.84 -3.40 -8.56  0.094
H -13.13 -2.08 -7.84  0.093
H -12.59 -2.55 -9.49  0.095
C -21.12 -1.56 -15.69  -0.060
O -22.52 -1.57 -15.70  -0.013
C -23.26 -2.02 -14.65  -0.537
O -22.93 -2.38 -13.51  0.117
O -24.54 -1.92 -15.02  -0.013
C -25.60 -1.98 -14.04  -0.032
H -20.69 -2.55 -15.58  0.093
H -20.73 -1.02 -14.83  0.076
H -20.72 -0.99 -16.53  0.092
H -25.34 -1.92 -12.98  0.082
H -26.26 -2.82 -14.24  0.084
H -26.29 -1.15 -14.20  0.084
C -21.82 1.04 -8.37  -0.010
O -22.00 0.20 -7.20  -0.013
C -22.21 -1.12 -7.29  -0.541
O -22.17 -1.81 -8.31  0.124
O -22.41 -1.53 -5.99  -0.040
C -22.60 -2.92 -5.75  -0.063
H -22.72 1.34 -8.91  0.095
H -21.02 0.70 -9.03  0.088
H -21.35 1.96 -8.01  0.067
H -22.68 -3.07 -4.67  0.080
H -21.73 -3.52 -6.02  0.096
H -23.56 -3.26 -6.13  0.091

Its total charge is -1. The HOMO energy comes out at -4.907 eV. Its total energy is -73083.3712 eV. The HOMO-LUMO gap comes out at 7.37 eV. The calculation puts the energy relative to the best compared isomer or geometry (same formula, charge and spin) at 146.57 kJ/mol. The max |F| comes out at 4.7 eV/A.

DFT (wB97M-V/def2-TZVPD) results for a 7-piece molecular cluster, C21H42O21 overall.

Each line ends with the Löwdin charge.
CARTESIAN COORDINATES (ANGSTROEM)
C -3.00 1.24 -3.37  -0.044
O -2.75 0.46 -2.23  -0.019
C -2.58 -0.85 -2.27  -0.556
O -2.54 -1.41 -3.37  0.094
O -2.54 -1.40 -1.05  -0.001
C -2.15 -2.66 -0.84  -0.087
H -3.88 0.83 -3.87  0.103
H -2.09 1.36 -3.96  0.103
H -3.34 2.25 -3.15  0.078
H -1.21 -2.87 -1.34  0.091
H -2.94 -3.33 -1.19  0.105
H -2.12 -2.85 0.24  0.101
C 2.22 -2.98 -5.34  -0.021
O 1.62 -4.15 -4.73  0.004
C 0.88 -4.02 -3.64  -0.596
O 0.67 -2.96 -3.07  0.094
O 0.29 -5.11 -3.20  0.012
C 0.38 -6.39 -3.87  -0.006
H 2.84 -3.14 -6.22  0.097
H 2.73 -2.23 -4.72  0.084
H 1.43 -2.32 -5.71  0.090
H -0.11 -6.30 -4.84  0.095
H -0.09 -7.18 -3.29  0.097
H 1.45 -6.53 -4.07  0.092
C -1.86 2.15 6.18  -0.043
O -1.64 1.75 4.84  -0.024
C -2.53 1.06 4.08  -0.503
O -3.56 0.51 4.47  0.110
O -2.05 1.08 2.79  -0.058
C -2.88 0.63 1.74  -0.033
H -1.01 2.07 6.86  0.085
H -2.47 1.35 6.61  0.092
H -2.22 3.17 6.26  0.099
H -2.51 1.25 0.92  0.086
H -3.92 0.90 1.90  0.107
H -2.58 -0.40 1.55  0.097
C 1.59 -0.01 3.23  0.026
O 1.55 0.11 4.73  0.015
C 0.83 -0.70 5.43  -0.663
O 0.31 -1.68 4.95  0.110
O 0.77 -0.26 6.69  -0.005
C -0.10 -0.88 7.70  -0.013
H 2.05 0.83 2.72  0.079
H 0.54 0.16 3.01  0.071
H 1.79 -1.00 2.80  0.100
H 0.29 -1.78 8.18  0.090
H -1.10 -1.12 7.34  0.093
H -0.18 -0.14 8.50  0.087
C 4.81 -6.28 -1.60  -0.104
O 4.33 -5.14 -1.07  0.024
C 4.32 -3.99 -1.73  -0.541
O 4.62 -3.79 -2.92  0.085
O 4.04 -3.04 -0.84  0.011
C 3.61 -1.73 -1.23  -0.020
H 5.63 -6.78 -1.08  0.100
H 5.00 -6.11 -2.66  0.096
H 4.11 -7.11 -1.63  0.091
H 3.86 -1.50 -2.27  0.100
H 3.80 -1.00 -0.45  0.096
H 2.53 -1.74 -1.09  0.063
C -1.52 9.38 -0.28  -0.049
O -2.10 8.25 -0.95  -0.037
C -1.59 6.95 -0.89  -0.507
O -0.52 6.66 -0.26  0.032
O -2.41 6.11 -1.45  0.006
C -2.21 4.65 -1.39  0.028
H -1.12 10.18 -0.91  0.091
H -0.80 8.98 0.44  0.084
H -2.23 9.83 0.41  0.086
H -1.42 4.36 -0.69  0.071
H -1.85 4.48 -2.41  0.097
H -3.16 4.13 -1.25  0.095
C 0.81 -0.02 -2.36  -0.079
O 0.21 0.97 -1.59  -0.037
C 0.86 1.53 -0.48  -0.430
O 2.05 1.38 -0.16  0.101
O -0.03 2.47 0.05  -0.071
C 0.26 3.00 1.36  -0.020
H 1.70 0.44 -2.80  0.104
H 0.25 -0.17 -3.28  0.094
H 0.97 -1.00 -1.89  0.062
H -0.75 3.12 1.74  0.092
H 0.94 3.85 1.26  0.109
H 0.71 2.19 1.93  0.059

The HOMO energy comes out at -10.381 eV. As for the SMILES: COC(=O)OC.COC(=O)OC.COC(=O)OC.COC(=O)OC.COC(=O)OC.COC(=O)OC.COC(=O)OC. Its total energy is -65451.1276 eV. The HOMO-LUMO gap comes out at 10.96 eV. The calculation puts the energy relative to the best compared isomer or geometry (same formula, charge and spin) at 454.54 kJ/mol. The max |F| comes out at 5.6 eV/A.

DFT (wB97M-V/def2-TZVPD) results for a 6-piece molecular cluster, C21H42O9 overall.

Each line ends with the Löwdin charge.
CARTESIAN COORDINATES (ANGSTROEM)
O -0.96 2.89 2.75  0.070
C -0.26 1.89 2.98  -0.472
O -0.68 0.57 2.78  0.001
C -1.92 0.28 2.23  -0.268
C -2.04 -1.09 1.59  -0.055
C 1.13 1.99 3.44  0.036
H -2.51 0.98 1.71  0.119
H -2.64 0.11 2.89  0.075
H -3.15 -1.31 1.39  0.123
H -1.60 -1.77 2.31  0.075
H -1.48 -1.09 0.70  0.032
H 1.07 1.29 4.22  0.080
H 1.39 2.99 3.47  0.050
H 1.75 1.45 2.53  0.149
O 1.91 -1.95 0.11  0.058
C 2.30 -1.61 1.23  -0.457
O 3.24 -0.70 1.51  -0.019
C 3.85 -0.10 0.39  -0.269
C 4.73 0.97 0.99  -0.046
C 1.66 -2.25 2.53  0.056
H 3.09 0.12 -0.32  0.097
H 4.32 -0.86 -0.13  0.102
H 5.00 1.74 0.21  0.097
H 5.62 0.32 1.53  0.149
H 4.15 1.45 1.75  0.037
H 0.74 -2.96 2.43  0.101
H 1.28 -1.51 3.06  0.000
H 2.39 -2.80 3.08  0.076
O 2.25 6.89 0.14  0.097
C 2.02 5.71 0.24  -0.576
O 2.16 4.93 -0.81  -0.050
C 2.52 5.38 -2.14  -0.221
C 2.23 4.19 -3.05  -0.093
C 1.45 5.06 1.43  0.032
H 3.60 5.87 -2.06  0.167
H 1.88 6.27 -2.38  0.125
H 2.97 3.41 -2.80  0.064
H 2.43 4.57 -4.12  0.094
H 1.17 3.74 -3.16  0.098
H 2.09 4.25 1.48  0.058
H 0.32 4.73 1.24  0.162
H 1.64 5.68 2.18  0.045
C 0.11 -5.31 0.38  0.003
C -1.05 -4.71 1.30  -0.390
O -0.96 -4.74 2.58  -0.028
C -2.33 -4.24 0.53  -0.065
H 0.96 -5.54 0.94  0.055
H 0.36 -4.46 -0.26  0.072
H -0.46 -6.00 -0.19  0.068
H -2.12 -3.30 -0.15  0.097
H -3.18 -4.14 1.34  0.113
H -2.85 -5.03 -0.09  0.083
C -4.24 -1.84 -4.04  -0.060
C -4.05 -2.99 -3.14  -0.372
O -2.98 -3.80 -3.26  -0.057
C -4.75 -3.12 -1.78  -0.023
H -3.91 -2.20 -5.13  0.133
H -3.82 -0.81 -3.59  0.139
H -5.20 -1.35 -4.22  0.065
H -4.83 -4.12 -1.37  0.094
H -5.62 -2.70 -2.04  0.032
H -4.49 -2.61 -0.94  0.036
C 0.23 1.24 -1.22  -0.033
C -1.13 0.63 -1.55  -0.439
O -2.25 1.24 -1.52  0.003
C -1.10 -0.74 -2.23  -0.029
H 0.94 1.43 -2.07  0.086
H 0.70 0.50 -0.49  0.071
H 0.32 2.13 -0.44  0.115
H -0.22 -1.27 -1.80  0.082
H -1.18 -0.70 -3.31  0.086
H -2.02 -1.21 -1.82  0.068

The HOMO energy comes out at -9.701 eV. As for the SMILES: CCOC(C)=O.CCOC(C)=O.CCOC(C)=O.CC(C)=O.CC(C)=O.CC(C)=O. Its total energy is -40878.4849 eV. The HOMO-LUMO gap comes out at 9.97 eV. The calculation puts the energy relative to the best compared isomer or geometry (same formula, charge and spin) at 552.14 kJ/mol. The max |F| comes out at 8.4 eV/A.

DFT (wB97M-V/def2-TZVPD) results for C21H43Cl16GaI2N as an isolated structure.

Each line ends with the Löwdin charge.
CARTESIAN COORDINATES (ANGSTROEM)
C 4.33 -4.86 1.89  -0.192
N 4.01 -3.39 1.65  -0.246
C 2.90 -3.23 0.60  -0.375
Ga 1.15 -2.91 1.66  0.159
C -0.43 -4.13 1.11  -0.785
I -0.31 -5.88 -0.21  0.598
C -1.77 -3.80 1.69  -0.773
C -3.17 -4.62 1.44  -0.235
I -1.94 -2.03 3.04  0.676
H 5.48 -5.08 1.73  0.073
H 4.13 -5.10 3.05  0.081
H 3.76 -5.61 1.20  0.075
H 4.86 -2.97 1.17  -0.022
H 2.86 -4.13 -0.16  0.034
H 3.20 -2.26 -0.01  0.043
H 0.66 -1.39 1.41  -0.128
H 1.43 -3.01 3.26  -0.077
H -3.23 -5.21 0.43  -0.027
H -3.37 -5.29 2.40  0.084
H -4.04 -3.81 1.43  0.064
Cl -5.37 3.34 2.22  0.524
C -4.72 1.78 2.77  -0.658
C -4.75 0.73 1.67  -0.708
Cl -6.41 0.24 1.25  0.521
H -5.29 1.46 3.65  0.069
H -3.69 1.96 3.09  0.063
H -4.22 -0.17 2.01  0.003
H -4.26 1.08 0.76  -0.073
Cl 1.18 0.69 -0.49  0.538
C 0.96 2.20 0.41  -0.698
C -0.25 2.15 1.34  -0.625
Cl -1.79 2.10 0.44  0.538
H 0.87 3.02 -0.31  -0.052
H 1.87 2.36 1.00  0.070
H -0.28 3.04 1.97  0.067
H -0.21 1.27 2.00  0.061
Cl -3.91 1.63 -1.44  0.573
C -4.92 0.85 -2.68  -0.620
C -5.87 1.83 -3.35  -0.664
Cl -7.13 2.41 -2.24  0.527
H -5.47 0.03 -2.20  0.072
H -4.24 0.42 -3.42  0.075
H -6.38 1.35 -4.18  0.068
H -5.33 2.71 -3.74  0.067
Cl -4.95 -8.08 0.34  0.542
C -5.21 -8.21 -1.42  -0.669
C -4.08 -7.58 -2.21  -0.655
Cl -4.05 -5.80 -2.04  0.546
H -6.18 -7.75 -1.65  0.066
H -5.28 -9.28 -1.65  0.067
H -4.21 -7.79 -3.28  0.068
H -3.11 -7.96 -1.90  0.065
Cl -5.78 8.46 3.44  0.524
C -7.00 7.39 2.72  -0.666
C -6.58 6.88 1.35  -0.679
Cl -6.56 8.17 0.13  0.526
H -7.95 7.93 2.67  0.068
H -7.13 6.54 3.41  0.070
H -7.29 6.12 1.00  0.073
H -5.59 6.42 1.38  0.055
Cl 6.78 -1.57 0.79  0.594
C 6.84 -0.55 -0.66  -0.684
C 6.18 -1.22 -1.86  -0.652
Cl 7.11 -2.62 -2.44  0.520
H 7.89 -0.30 -0.86  -0.040
H 6.31 0.38 -0.42  0.077
H 6.13 -0.51 -2.70  0.068
H 5.17 -1.56 -1.63  0.062
Cl 12.55 0.24 -1.33  0.533
C 11.53 -0.54 -2.56  -0.661
C 10.59 0.44 -3.24  -0.639
Cl 9.32 1.02 -2.13  0.609
H 10.99 -1.36 -2.09  0.072
H 12.21 -0.97 -3.31  0.071
H 10.08 -0.05 -4.07  0.075
H 11.12 1.31 -3.63  0.069
Cl 2.93 5.75 0.85  0.544
C 1.85 6.91 0.03  -0.663
C 0.39 6.49 0.11  -0.631
Cl 0.05 5.03 -0.86  0.624
H 2.18 7.01 -1.01  0.069
H 1.98 7.87 0.53  0.070
H -0.25 7.28 -0.28  0.072
H 0.08 6.29 1.14  0.073

Its total charge is -1. The HOMO energy comes out at -4.368 eV. Its total energy is -292899.3093 eV. The HOMO-LUMO gap comes out at 6.18 eV. The max |F| comes out at 6.0 eV/A.

DFT (wB97M-V/def2-TZVPD) results for C21H43Cu2O11S5 as an isolated structure.

Each line ends with the Löwdin charge.
CARTESIAN COORDINATES (ANGSTROEM)
Cu 9.23 22.51 6.32  0.523
Cu 8.94 21.62 8.72  0.507
C 7.20 21.59 6.81  -0.160
O 8.57 21.25 7.18  -0.547
H 7.08 22.67 6.89  0.086
H 6.78 21.29 5.85  0.069
H 6.46 21.15 7.47  0.048
C 5.62 22.69 9.14  -0.298
C 4.98 23.26 7.86  -0.191
C 5.78 24.34 7.25  -0.210
S 6.51 25.28 8.70  0.750
O 5.60 26.31 9.17  -0.317
O 7.90 25.69 8.45  -0.324
C 6.25 23.92 9.90  -0.140
H 6.36 21.93 8.88  -0.017
H 4.82 22.25 9.75  0.125
H 4.03 23.68 8.16  0.175
H 4.82 22.52 7.07  -0.005
H 5.16 25.09 6.75  0.123
H 6.58 24.01 6.59  0.055
H 5.61 24.30 10.70  0.116
H 7.28 23.80 10.25  0.083
C 6.66 18.13 5.99  -0.174
C 6.10 17.09 5.03  -0.156
C 4.87 17.61 4.27  -0.146
S 4.53 19.33 4.84  0.903
O 3.13 19.49 5.24  -0.309
O 5.15 20.27 3.91  -0.347
C 5.55 19.12 6.37  -0.235
H 7.49 18.66 5.53  -0.037
H 7.06 17.50 6.79  0.126
H 5.69 16.23 5.55  0.122
H 6.93 16.75 4.40  0.131
H 4.04 16.95 4.52  0.113
H 4.93 17.72 3.19  0.114
H 5.02 18.55 7.13  0.141
H 5.94 20.03 6.84  0.085
C 7.98 21.53 3.54  -0.214
C 7.39 20.20 3.90  -0.175
C 8.30 19.64 5.01  -0.212
S 9.99 20.45 4.77  0.856
O 11.00 19.48 4.37  -0.282
O 10.21 21.39 5.87  -0.418
C 9.53 21.47 3.35  -0.142
H 7.66 22.20 4.33  0.071
H 7.52 21.89 2.61  0.142
H 7.42 19.67 2.94  0.155
H 6.36 20.23 4.28  -0.041
H 8.48 18.57 4.87  0.126
H 7.98 19.77 6.04  0.080
H 9.84 21.03 2.40  0.123
H 9.95 22.45 3.60  0.105
C 6.91 18.41 9.05  -0.131
C 5.69 19.23 8.58  -0.175
C 5.65 20.69 9.16  -0.252
S 7.26 20.82 10.05  0.876
O 6.98 20.26 11.39  -0.234
O 8.00 22.09 9.88  -0.413
C 8.04 19.49 9.04  -0.173
H 7.25 17.54 8.48  0.103
H 6.70 18.02 10.04  0.118
H 4.75 18.71 8.79  0.154
H 5.63 19.26 7.49  -0.148
H 4.85 20.90 9.87  0.143
H 5.60 21.39 8.33  0.039
H 9.03 19.20 9.40  0.133
H 8.28 19.87 8.05  0.059
C 3.37 21.57 4.87  -0.241
C 4.59 22.11 5.61  -0.222
C 5.37 23.13 4.78  -0.161
S 4.01 23.98 3.81  0.749
O 4.38 24.00 2.40  -0.313
O 3.62 25.17 4.55  -0.328
C 2.68 22.81 4.23  -0.156
H 2.77 20.94 5.53  0.095
H 3.74 20.95 4.06  0.057
H 5.24 21.24 5.69  0.061
H 4.31 22.62 6.53  0.051
H 6.06 22.68 4.06  0.070
H 5.97 23.86 5.30  0.069
H 2.13 22.65 3.30  0.108
H 2.03 23.24 4.99  0.106

Its total charge is +1. The HOMO energy comes out at -11.418 eV. Its total energy is -188404.7592 eV. The HOMO-LUMO gap comes out at 7.78 eV. The max |F| comes out at 15.2 eV/A.